# 1
{"formula": "C18H32F4IN2O2S", "method": "ωB97M-V/def2-TZVPD", "homo_lumo_gap_ev": 6.772, "spin_multiplicity": 1, "e_tot_ha": -2059.774928, "charge": 1, "lumo_ev": -4.983, "species": ["C", "C", "C", "C", "C", "C", "C", "N", "C", "C", "C", "F", "C", "F", "F", "C", "I", "C", "C", "S", "O", "O", "F", "H", "H", "H", "H", "H", "H", "H", "H", "H", "H", "H", "H", "H", "H", "H", "H", "H", "H", "H", "H", "H", "H", "H", "H", "H", "C", "C", "C", "C", "N", "H", "H", "H", "H", "H", "H", "H"], "coordinates": [[-3.40028, 2.30593, 1.17963], [-4.33933, 1.28448, 0.35299], [-3.78208, -0.19697, 0.60527], [-3.27861, -0.96476, -0.70347], [-1.71952, -0.82721, -1.01184], [-0.78055, -1.11920, 0.28605], [0.62022, -1.58353, -0.28808], [1.81657, -1.51615, 0.68257], [2.62023, -2.76914, 0.29607], [2.06624, -4.14562, 0.88317], [2.85247, -4.69951, 2.15203], [2.07751, -5.22269, 3.23283], [4.25852, -4.73158, 2.31175], [5.00826, -3.54322, 2.48526], [5.04552, -5.89602, 2.27216], [2.64888, -0.32165, 0.20457], [4.54775, 0.02051, 1.21958], [1.91761, 1.08830, 0.12614], [2.36915, 2.21157, 1.18920], [1.38275, -1.48510, 2.36566], [2.53707, -1.80855, 3.28030], [0.86596, -0.14591, 2.82950], [0.19587, -2.58668, 2.79202], [-3.78558, 3.37115, 1.11173], [-3.46533, 1.98510, 2.28125], [-2.30853, 2.21461, 0.85977], [-5.36809, 1.34879, 0.86231], [-4.47047, 1.56993, -0.73707], [-3.01969, -0.14201, 1.45001], [-4.66442, -0.81028, 1.01610], [-3.82182, -0.47696, -1.59318], [-3.60159, -2.05381, -0.67659], [-1.49395, 0.22997, -1.40603], [-1.43710, -1.59564, -1.80492], [-0.79584, -0.15988, 0.88420], [-1.34986, -1.93023, 0.86933], [0.44193, -2.64637, -0.68757], [0.82005, -0.98931, -1.25184], [2.60005, -2.86909, -0.84722], [3.71217, -2.72822, 0.58162], [2.26770, -4.92862, 0.06237], [0.92432, -4.18614, 1.01090], [2.94599, -0.60564, -0.86875], [2.19883, 1.54915, -0.90340], [0.78622, 1.09934, 0.15193], [3.30855, 2.78155, 0.87140], [1.53425, 3.00584, 1.13745], [2.38071, 1.86670, 2.26616], [-1.62799, 3.62735, -1.64984], [-1.37775, 3.97579, -3.11325], [-0.38006, 3.03109, -3.78809], [0.94453, 3.10154, -3.08892], [1.98104, 3.16049, -2.54163], [-0.71636, 3.71660, -1.05261], [-2.36562, 4.30711, -1.21813], [-2.00752, 2.60535, -1.54926], [-1.01303, 5.00533, -3.17549], [-2.32657, 3.93777, -3.65508], [-0.24467, 3.31212, -4.83513], [-0.74572, 2.00108, -3.75826]], "forces_ev_per_angstrom": [[-0.6, -0.6, 0.1], [0.2, 0.3, 1.5], [-1.1, -0.3, -0.2], [0.0, 0.8, -0.3], [0.2, -0.2, 0.3], [-1.6, 0.3, -0.9], [-3.2, -0.1, -1.2], [0.1, -1.8, -2.8], [1.2, -2.7, -0.3], [0.0, -0.5, 0.2], [0.5, 0.7, 1.2], [1.3, -0.4, -3.0], [0.2, -0.1, -0.1], [-1.3, -3.1, -1.8], [-1.8, 3.2, 1.5], [0.9, 2.5, -1.0], [-0.4, -0.8, -0.4], [0.4, 1.7, -0.3], [-1.2, 1.0, -0.4], [1.3, 3.9, 10.6], [-3.0, -0.6, -4.5], [0.4, -4.0, -3.5], [2.0, 1.6, -2.2], [0.7, -1.2, 0.0], [0.2, 0.6, -1.6], [-1.4, 0.3, 0.3], [1.4, 0.0, -1.0], [0.3, -0.4, 1.3], [-0.8, -0.2, -1.2], [1.4, 0.8, -0.5], [0.7, -0.9, 1.2], [0.6, 1.3, 0.0], [-0.2, -1.6, 0.5], [-0.4, 1.1, 0.7], [0.4, -1.3, -0.5], [1.3, 1.1, -0.7], [0.7, 1.4, 1.1], [0.3, -0.5, 1.8], [-0.2, 0.7, 1.8], [-1.3, 0.7, 0.0], [-0.2, 1.2, 1.2], [1.7, 0.2, 0.2], [-0.6, 0.0, 1.8], [-0.5, -1.0, 1.6], [1.3, -0.7, 0.0], [-1.2, -1.2, 0.6], [1.2, -1.2, 0.1], [0.2, 0.3, -1.4], [0.0, 0.0, 0.0], [-0.2, 0.1, 0.3], [0.6, 0.4, 0.4], [1.8, -0.1, 0.7], [-2.6, -0.2, -1.3], [0.0, 0.0, -0.1], [0.0, -0.1, 0.0], [0.0, 0.1, 0.0], [0.0, -0.1, -0.1], [0.1, 0.0, -0.1], [0.1, -0.1, 0.1], [0.1, 0.0, 0.0]]}

***

# 2
{"formula": "C21H19Br4O3PRuS2Si", "method": "ωB97M-V/def2-TZVPD", "homo_lumo_gap_ev": [5.624, 5.576], "spin_multiplicity": 1, "e_tot_ha": -12855.599821, "lumo_ev": [-2.480, -2.516], "relative_energy_ev": 0.1987, "species": ["Ru", "Br", "C", "C", "Br", "C", "Br", "C", "O", "C", "O", "C", "Br", "C", "Si", "C", "C", "O", "H", "H", "H", "H", "H", "H", "H", "H", "H", "S", "P", "S", "C", "C", "C", "C", "C", "C", "C", "C", "C", "C", "C", "C", "H", "H", "H", "H", "H", "H", "H", "H", "H", "H"], "coordinates": [[0.69637, -1.28162, 0.93452], [5.21521, -5.37162, -2.22576], [3.64732, -4.57171, -1.57208], [2.38494, -5.17997, -1.81962], [2.28263, -6.78078, -2.79188], [1.22107, -4.60039, -1.34707], [-0.48867, -5.31380, -1.63188], [1.30396, -3.41836, -0.60750], [0.24300, -2.79602, -0.13084], [2.55793, -2.79530, -0.35772], [2.54746, -1.69260, 0.29768], [3.73881, -3.39673, -0.85841], [5.34963, -2.51842, -0.49552], [-1.44087, -1.42882, 2.17070], [-0.15306, -1.77353, 3.51896], [-0.62919, -3.17022, 4.64886], [0.17920, -0.21400, 4.47841], [1.14911, -2.17256, 2.56767], [-2.17088, -0.70562, 2.53371], [-1.95258, -2.33916, 1.85512], [-1.18944, -0.90422, 1.19099], [-1.46571, -2.89083, 5.29275], [0.21813, -3.41480, 5.29288], [-0.90410, -4.06782, 4.09332], [-0.68644, 0.08526, 5.07386], [0.41512, 0.60964, 3.79988], [1.02519, -0.35230, 5.15460], [-1.73885, 1.93358, 1.53904], [-0.74448, 1.91576, -0.13743], [0.90693, 0.63089, -0.27808], [-1.78093, 1.56970, -1.58844], [-1.63873, 0.42302, -2.35945], [-2.49890, 0.19169, -3.42557], [-3.49642, 1.10620, -3.72366], [-3.64278, 2.25293, -2.95159], [-2.79290, 2.48187, -1.88391], [0.05749, 3.49779, -0.51402], [0.42467, 4.33956, 0.53037], [1.08758, 5.52707, 0.26011], [1.38183, 5.87624, -1.05004], [1.01554, 5.03778, -2.09424], [0.35631, 3.84782, -1.82825], [-0.85570, -0.28860, -2.13091], [-2.38523, -0.70399, -4.02234], [-4.16408, 0.92707, -4.55659], [-4.42413, 2.96594, -3.18052], [-2.91521, 3.36734, -1.27096], [0.17284, 4.06339, 1.54675], [1.37074, 6.18253, 1.07336], [1.89566, 6.80576, -1.25940], [1.24247, 5.31138, -3.11646], [0.07209, 3.19356, -2.64341]], "forces_ev_per_angstrom": [[0.3, -2.1, -1.1], [0.0, 0.0, 0.0], [-0.3, -0.2, -0.1], [0.2, 0.1, 0.1], [0.0, -0.1, -0.1], [0.2, 0.1, 0.0], [0.0, 0.0, 0.0], [1.4, -0.1, -0.3], [-0.5, 1.8, 1.1], [-0.3, -1.2, -0.7], [-0.3, 1.0, 0.6], [-0.5, 0.2, 0.1], [0.1, 0.0, 0.0], [-0.1, -0.1, -0.2], [-0.3, 0.0, 0.4], [0.0, 0.0, -0.1], [0.0, -0.1, 0.0], [0.0, 1.0, -0.4], [0.0, 0.0, 0.0], [0.1, 0.0, 0.0], [0.0, 0.0, 0.1], [0.0, 0.0, 0.0], [0.0, 0.0, 0.0], [0.0, 0.0, 0.0], [0.0, 0.0, 0.0], [0.0, 0.0, 0.0], [0.0, 0.0, 0.0], [0.1, 0.0, -0.1], [-0.4, 0.2, 0.1], [0.2, -0.4, 0.5], [0.0, -0.1, 0.1], [0.0, 0.0, 0.0], [0.0, 0.0, 0.0], [0.0, 0.0, 0.0], [0.0, 0.0, 0.0], [0.0, 0.1, 0.0], [0.0, 0.0, 0.0], [0.0, 0.0, 0.0], [0.0, 0.0, 0.0], [0.0, 0.0, 0.0], [0.0, 0.0, 0.0], [0.0, 0.0, 0.0], [0.0, 0.0, 0.0], [0.0, 0.0, 0.0], [0.0, 0.0, 0.0], [0.0, 0.0, 0.0], [0.0, 0.0, 0.0], [0.0, 0.0, 0.0], [0.0, 0.0, 0.0], [0.0, 0.0, 0.0], [0.0, 0.0, 0.0], [0.0, 0.0, 0.0]]}

***

# 3
{"formula": "C27H32N6O2", "method": "ωB97M-V/def2-TZVPD", "smiles": "Cc1ccc(C)c(N2CCN(CCCNC(=O)Cn3c(=O)c4cccn4c4cccnc43)CC2)c1", "homo_lumo_gap_ev": 8.101, "spin_multiplicity": 1, "e_tot_ha": -1527.156279, "lumo_ev": 0.144, "relative_energy_ev": 0.0574, "species": ["C", "C", "C", "C", "C", "C", "C", "N", "C", "C", "N", "C", "C", "C", "N", "C", "O", "C", "N", "C", "O", "C", "C", "C", "C", "N", "C", "C", "C", "C", "N", "C", "C", "C", "C", "H", "H", "H", "H", "H", "H", "H", "H", "H", "H", "H", "H", "H", "H", "H", "H", "H", "H", "H", "H", "H", "H", "H", "H", "H", "H", "H", "H", "H", "H", "H", "H"], "coordinates": [[-0.68005, 5.41434, -0.84069], [-1.46412, 4.15626, -0.61333], [-2.67908, 4.19405, 0.05737], [-3.39523, 3.02759, 0.25019], [-2.93584, 1.79884, -0.20036], [-3.73751, 0.56705, 0.10313], [-1.71308, 1.74980, -0.89065], [-1.17238, 0.52002, -1.27509], [0.25458, 0.40462, -1.46656], [0.63846, -1.04547, -1.19724], [-0.00835, -1.92516, -2.15030], [0.39788, -3.31043, -1.96334], [1.86150, -3.54014, -2.36993], [2.71955, -4.16641, -1.26263], [2.73275, -3.40869, -0.02948], [3.49946, -2.31997, 0.14160], [4.24523, -1.86859, -0.70135], [3.38603, -1.70507, 1.55233], [2.09266, -1.09749, 1.82242], [1.04772, -1.91874, 2.21000], [1.19785, -3.13299, 2.27897], [-0.19284, -1.25308, 2.50883], [-1.39842, -1.77175, 2.94492], [-2.28281, -0.69419, 3.07145], [-1.60848, 0.44790, 2.70912], [-0.34234, 0.11091, 2.36868], [0.70856, 0.89704, 1.94256], [0.61783, 2.27091, 1.75468], [1.73821, 2.96638, 1.33222], [2.91319, 2.25934, 1.12645], [3.01181, 0.95510, 1.29636], [1.94761, 0.26716, 1.68167], [-1.44780, -1.76980, -2.03257], [-1.84165, -0.30988, -2.25524], [-1.00353, 2.93734, -1.08201], [-0.60630, 5.99302, 0.07896], [-1.17764, 6.03727, -1.58402], [0.32191, 5.19025, -1.19885], [-3.06080, 5.13291, 0.43133], [-4.33426, 3.06580, 0.78542], [-4.29749, 0.70547, 1.02571], [-4.45842, 0.36105, -0.68927], [-3.08690, -0.29644, 0.21475], [0.78105, 1.05176, -0.76517], [0.55813, 0.66639, -2.49254], [1.71990, -1.14456, -1.27623], [0.32996, -1.30725, -0.16788], [0.24301, -3.62164, -0.91430], [-0.25865, -3.92322, -2.58555], [1.90896, -4.19984, -3.23668], [2.30551, -2.59045, -2.66459], [3.75009, -4.23219, -1.62494], [2.35727, -5.16969, -1.02982], [2.12220, -3.68706, 0.73176], [4.14265, -0.92570, 1.64059], [3.54479, -2.49544, 2.29134], [-1.59343, -2.80556, 3.14565], [-3.30395, -0.74573, 3.39269], [-1.95918, 1.45864, 2.66391], [-0.31570, 2.78306, 1.92373], [1.69460, 4.03044, 1.16997], [3.82237, 2.74920, 0.80810], [-1.92954, -2.39479, -2.78855], [-1.80372, -2.09029, -1.03489], [-2.92053, -0.19706, -2.17805], [-1.53449, -0.01759, -3.27303], [-0.06876, 2.91244, -1.62171]], "forces_ev_per_angstrom": [[-0.1, 0.0, 0.0], [-0.1, 0.0, 0.0], [0.1, 0.0, 0.0], [0.0, 0.1, 0.0], [-0.1, -0.1, 0.0], [0.0, 0.0, -0.1], [-0.1, 0.3, 0.1], [0.1, -0.1, 0.0], [0.2, -0.2, 0.2], [0.1, 0.3, -0.1], [-0.1, 0.0, 0.0], [0.1, 0.0, -0.2], [0.0, -0.1, 0.3], [0.1, 0.2, -0.4], [-0.3, -0.4, 0.0], [-0.1, 0.0, 0.7], [0.3, 0.2, -0.3], [0.5, -0.2, -0.1], [-0.2, -0.6, 0.2], [0.4, 0.0, -0.1], [-0.2, 0.1, 0.2], [-0.6, -0.3, 0.2], [0.5, 0.0, -0.2], [0.0, 0.1, 0.0], [-0.3, 0.1, 0.1], [-0.1, -0.5, 0.1], [0.9, 0.6, -0.3], [0.1, -0.4, 0.0], [0.0, -0.1, 0.0], [-0.2, 0.4, 0.0], [-0.1, -0.4, 0.0], [-0.4, 1.0, 0.0], [-0.1, 0.1, -0.2], [-0.2, -0.3, 0.0], [-0.1, 0.0, -0.1], [0.1, 0.1, 0.0], [0.0, 0.1, 0.0], [0.1, 0.0, 0.0], [0.0, 0.1, 0.1], [-0.1, 0.0, 0.1], [0.0, 0.0, 0.0], [0.0, -0.1, 0.0], [0.0, -0.1, 0.0], [0.0, 0.0, 0.0], [0.0, 0.1, 0.0], [0.0, 0.0, 0.0], [0.0, 0.1, -0.1], [-0.1, 0.0, 0.0], [0.0, 0.0, 0.1], [0.0, 0.0, -0.1], [0.0, 0.0, 0.0], [-0.1, -0.1, 0.1], [0.1, 0.0, 0.0], [0.2, 0.1, 0.0], [-0.1, -0.3, 0.0], [0.0, 0.1, -0.1], [0.0, -0.2, 0.0], [-0.2, 0.1, 0.0], [0.0, 0.2, 0.0], [-0.1, 0.1, 0.0], [0.0, 0.1, 0.0], [0.0, 0.2, 0.0], [0.0, 0.0, 0.0], [0.0, 0.0, 0.0], [0.0, 0.0, 0.0], [-0.1, 0.0, 0.0], [0.1, 0.0, 0.0]]}

***

# 4
{"formula": "C20H21N3O3", "method": "ωB97M-V/def2-TZVPD", "smiles": "N[C@@H](Cc1c[nH]c2ccccc12)C(=O)N[C@@H](Cc1ccccc1)C(=O)O", "homo_lumo_gap_ev": 8.934, "spin_multiplicity": 1, "e_tot_ha": -1164.617814, "lumo_ev": 0.598, "relative_energy_ev": 5.8029, "species": ["N", "C", "C", "C", "C", "N", "C", "C", "C", "C", "C", "C", "C", "O", "N", "C", "C", "C", "C", "C", "C", "C", "C", "C", "O", "O", "H", "H", "H", "H", "H", "H", "H", "H", "H", "H", "H", "H", "H", "H", "H", "H", "H", "H", "H", "H", "H"], "coordinates": [[2.03812, -1.46907, -3.40409], [1.20281, -0.64147, -2.56856], [-0.14267, -1.50540, -2.32249], [-1.40355, -0.81242, -1.83585], [-2.09741, -1.13900, -0.69911], [-3.14193, -0.17016, -0.49165], [-3.15094, 0.66056, -1.70408], [-4.02164, 1.86552, -2.03844], [-3.64924, 2.62864, -3.10549], [-2.52948, 2.18696, -3.94793], [-1.77238, 1.09101, -3.63625], [-2.00103, 0.36142, -2.48365], [1.80391, -0.36348, -1.21131], [2.75407, -1.01425, -0.74427], [0.99325, 0.42370, -0.47914], [0.59949, 0.28506, 0.91172], [1.65736, 0.89894, 2.04904], [1.82848, -0.17292, 3.10127], [1.78535, 0.35717, 4.32309], [2.35512, -0.34052, 5.44073], [2.93659, -1.66675, 5.27538], [2.77698, -2.26503, 3.94989], [2.42912, -1.50651, 2.90991], [-0.73422, 0.89819, 1.32076], [-1.45920, 0.46983, 2.21369], [-1.07553, 2.03405, 0.67702], [3.04336, -1.63385, -3.09891], [1.90890, -1.45768, -4.44842], [1.06654, 0.30533, -3.04848], [-0.42428, -2.00517, -3.23692], [0.13996, -2.21988, -1.48973], [-2.21568, -2.02989, 0.00661], [-3.86119, -0.38365, 0.15987], [-4.88429, 2.22828, -1.31237], [-4.31327, 3.47100, -3.40234], [-2.47335, 2.88905, -4.84575], [-0.95325, 0.56307, -4.19992], [0.57299, 1.11592, -1.05583], [0.53878, -0.76695, 1.12909], [2.53876, 0.97646, 1.43216], [1.17693, 1.84077, 2.25847], [1.30632, 1.39977, 4.33349], [2.28990, -0.01601, 6.52290], [3.21858, -2.25752, 6.08077], [2.85425, -3.39438, 3.90259], [2.42490, -2.08959, 1.97211], [-1.93631, 2.37083, 0.84040]], "forces_ev_per_angstrom": [[2.2, -0.9, -0.8], [-0.2, -1.4, -0.8], [0.1, 0.7, 1.6], [1.1, 0.1, 0.0], [-2.1, 0.8, 0.6], [1.9, 0.1, -3.7], [-1.3, 1.9, 1.7], [0.4, -1.6, 3.0], [0.5, -1.0, -0.9], [-1.7, 2.3, -0.6], [1.6, -0.9, -1.2], [-2.7, -1.2, 3.1], [1.4, -2.7, 1.3], [-1.4, 1.0, -0.7], [-0.4, 1.3, 0.4], [1.0, 0.8, 1.0], [-2.0, -2.9, -3.5], [2.4, -0.5, -1.6], [-0.2, 1.1, 3.2], [0.6, -2.2, 1.0], [-3.2, 3.0, -3.3], [1.0, -1.1, 4.0], [-2.1, 1.2, -2.1], [-2.3, -0.3, 0.8], [1.6, 0.2, -1.2], [2.7, -0.5, -1.3], [-2.1, 0.6, -0.5], [0.2, 0.3, 2.0], [-0.8, 0.8, -0.3], [0.5, -0.4, -0.3], [-0.2, 0.3, -1.4], [1.1, 1.4, -1.3], [-0.7, 0.3, 0.1], [1.8, -1.1, -1.7], [0.9, -0.6, 0.2], [0.7, -1.6, 1.0], [-0.8, 1.6, -0.3], [-1.0, 0.5, 0.1], [-0.1, -0.4, 0.0], [0.5, 0.5, 0.2], [0.6, 0.3, 1.0], [0.9, -1.7, 0.9], [0.1, 0.2, -1.6], [0.6, -0.7, 1.4], [0.5, 1.6, -0.4], [-0.2, 1.1, 0.0], [-1.4, 0.0, 0.8]]}